Record 1
DFT (ωB97M-V/def2-TZVPD) results for the molecule C2H4N4O2 in a non-equilibrium geometry.

For the lowest unoccupied orbital energy, the calculation gives 0.37 eV. For the HOMO-LUMO gap, the calculation gives 9.6 eV. As for the relative energy (zero: lowest compared OMol25 entry of this formula, charge and spin): 359.8 kJ/mol. As for the total charge: 0. The spin multiplicity is 1. The electronic energy comes out at -12189.759 eV.

Element x y z (Å)
H 0.4900 -2.0069 1.0678
N -0.0477 -1.6111 0.3343
C -0.1569 -0.3539 0.2996
C 0.5278 0.7456 0.9923
O 1.1852 0.4438 2.0967
N 0.6094 1.8158 0.2734
O -0.1066 1.5551 -0.8876
N -0.9597 0.3473 -0.6796
N -0.9295 -0.2992 -1.9542
H 1.7302 1.1285 2.4818
H -0.4338 -1.2979 -1.7679
H -1.9085 -0.4670 -2.2567

natural (NBO) population analysis, charges in e, atoms 1 to 2: number 1, H, carries 0.375; number 2, N, carries -0.667


Record 2
DFT (ωB97M-V/def2-TZVPD) results for a structure of composition C2H4N4O2 in a non-equilibrium geometry.

For the lowest unoccupied orbital energy, the calculation gives -0.16 eV. For the HOMO-LUMO gap, the calculation gives 9.4 eV. As for the relative energy (zero: lowest compared OMol25 entry of this formula, charge and spin): 635.5 kJ/mol. As for the total charge: 0. The spin multiplicity is 1. The electronic energy comes out at -12186.902 eV.

Element x y z (Å)
C -0.4665 0.9640 -0.3860
C -0.2696 -0.6093 0.8821
H 0.0497 2.9351 -1.3949
H -1.7607 2.7177 -0.8322
H -0.1191 -2.5942 1.4700
H 2.1862 -2.4090 0.2166
N -0.9247 2.0715 -1.0929
N -1.1029 0.5186 0.6406
N -0.5819 -1.6589 1.4767
N 1.0628 -0.4801 0.2998
O 1.2212 -1.7045 -0.3428
O 0.7056 0.2492 -0.9370

natural (NBO) population analysis, charges in e, atoms 1 to 2: number 1, C, carries 0.664; number 2, C, carries 0.486


Record 3
DFT (ωB97M-V/def2-TZVPD) results for the molecule C2H4N4S in a non-equilibrium geometry.

For the lowest unoccupied orbital energy, the calculation gives 0.76 eV. For the HOMO-LUMO gap, the calculation gives 9.2 eV. As for the relative energy (zero: lowest compared OMol25 entry of this formula, charge and spin): 114.7 kJ/mol. As for the total charge: 0. The spin multiplicity is 1. The electronic energy comes out at -18933.362 eV.

Element x y z (Å)
H -2.2469 -0.8288 0.2559
N -1.6386 -1.2782 -0.4689
C -0.5208 -0.7530 -0.4979
N 0.5493 -1.1689 -1.2777
C 1.5892 -0.3073 -1.0851
N 1.3538 0.6205 -0.2416
N 0.0445 0.3883 0.1148
S -0.5874 1.1936 1.4697
H 0.5079 -1.9164 -1.9506
H 2.5019 -0.3694 -1.6383
H 0.0630 0.4470 2.4303

natural (NBO) population analysis, charges in e, atoms 1 to 2: number 1, H, carries 0.361; number 2, N, carries -0.747


Record 4
DFT (ωB97M-V/def2-TZVPD) results for a cluster of 2 separate species, C2H4N4S in total in a non-equilibrium geometry.

For the lowest unoccupied orbital energy (spin up / spin down), the calculation gives 0.81 / -2.59 eV. For the HOMO-LUMO gap (spin up / spin down), the calculation gives 5.9 / 6.1 eV. As for the relative energy (zero: lowest compared OMol25 entry of this formula, charge and spin): 267.5 kJ/mol. As for the total charge: 0. The spin multiplicity is 3. The electronic energy comes out at -18926.710 eV.

Element x y z (Å)
C 1.7924 -1.7534 -0.3513
C -0.6249 1.2323 -0.0067
N 2.5990 -0.9424 -0.1042
N 0.0542 2.1734 -0.3598
N -1.2358 0.1926 -0.0324
N -2.4007 -0.2795 0.5419
S 3.5333 0.2160 0.2588
H 1.2580 -2.6081 -0.6300
H 0.8152 2.5601 0.1723
H -2.6183 -1.1651 0.0919
H -3.1725 0.3740 0.4194

natural (NBO) population analysis, charges in e, atoms 1 to 2: number 1, C, carries 0.074; number 2, C, carries 0.595


Record 5
DFT (ωB97M-V/def2-TZVPD) results for a cluster of 2 separate species, C2H4N7O2 in total in a non-equilibrium geometry.

For the lowest unoccupied orbital energy (spin up / spin down), the calculation gives 3.33 / 2.99 eV. For the HOMO-LUMO gap (spin up / spin down), the calculation gives 6.1 / 4.8 eV. As for the relative energy (zero: lowest compared OMol25 entry of this formula, charge and spin): 314.2 kJ/mol. As for the total charge: -1. The spin multiplicity is 1. The electronic energy comes out at -16654.919 eV.

Element x y z (Å)
C -0.8782 -0.6160 1.0396
C -1.3438 -1.5573 -0.1250
N 0.5159 -0.5401 0.9864
N -0.6933 -1.6591 -1.2113
N 0.3710 -0.9291 -1.3575
N -2.2034 -2.4901 0.3208
N 0.9625 -0.5587 -0.2066
N 2.2766 -0.2224 -0.3578
N -2.1936 -2.4413 1.5923
O -1.4690 -1.2651 2.1255
O -2.6360 -3.2001 2.4488
H -1.3162 0.3419 0.8220
H -2.5162 0.3107 -1.0454
H 2.1981 0.3070 -1.3333
H 2.4811 0.4484 0.3663

natural (NBO) population analysis, charges in e, atoms 1 to 2: number 1, C, carries 0.092; number 2, C, carries 0.324


Record 6
DFT (ωB97M-V/def2-TZVPD) results for a cluster of 2 separate species, C2H4NO in total in a non-equilibrium geometry.

For the lowest unoccupied orbital energy (spin up / spin down), the calculation gives -9.76 / -7.60 eV. For the HOMO-LUMO gap (spin up / spin down), the calculation gives 4.2 / 8.8 eV. As for the relative energy (zero: lowest compared OMol25 entry of this formula, charge and spin): 455.7 kJ/mol. As for the total charge: +1. The spin multiplicity is 1. The electronic energy comes out at -5662.610 eV.

Element x y z (Å)
C -2.1727 0.3735 -0.1360
C 1.9614 -0.4444 0.2580
N 1.2493 0.1229 -0.4540
O -2.8385 0.0484 -1.0170
H -2.3706 0.4959 0.8939
H -1.0965 0.7143 -0.4136
H 2.9271 -0.8252 -0.3914
H 2.3404 -0.4853 1.2599

natural (NBO) population analysis, charges in e, atoms 1 to 2: number 1, C, carries 0.315; number 2, C, carries -0.208


Record 7
DFT (ωB97M-V/def2-TZVPD) results for a cluster of 2 separate species, C2H4NO in total in a non-equilibrium geometry.

For the lowest unoccupied orbital energy, the calculation gives -8.10 eV. For the HOMO-LUMO gap, the calculation gives 7.6 eV. As for the relative energy (zero: lowest compared OMol25 entry of this formula, charge and spin): 367.3 kJ/mol. As for the total charge: +1. The spin multiplicity is 1. The electronic energy comes out at -5663.526 eV.

Element x y z (Å)
C -0.5203 -0.5359 0.0752
C 0.5167 0.4068 -0.1115
N 2.6451 0.4476 -0.1516
O 3.2404 -0.3116 0.3765
H -1.2319 -0.6202 -0.6285
H 1.2123 0.7151 0.7767
H 0.6029 1.1057 -0.9466
H -0.5609 -1.2069 0.8578

natural (NBO) population analysis, charges in e, atoms 1 to 2: number 1, C, carries -0.109; number 2, C, carries -0.446


Record 8
DFT (ωB97M-V/def2-TZVPD) results for the molecule C2H4NO2 in a non-equilibrium geometry.

For the lowest unoccupied orbital energy (spin up / spin down), the calculation gives 0.78 / -3.19 eV. For the HOMO-LUMO gap (spin up / spin down), the calculation gives 11.5 / 7.4 eV. As for the relative energy (zero: lowest compared OMol25 entry of this formula, charge and spin): 26.4 kJ/mol. As for the total charge: 0. The spin multiplicity is 2. The electronic energy comes out at -7722.012 eV.

Element x y z (Å)
C 0.7428 -0.4259 0.7027
N -0.5924 -0.3944 0.0803
C -0.8088 0.7884 -0.6771
O -1.5662 0.5212 -1.7149
O -0.3974 1.8777 -0.3842
H 0.7880 -1.2156 1.4401
H 1.5658 -0.5316 -0.0046
H 0.9296 0.5639 1.1186
H -0.6614 -1.1837 -0.5609

natural (NBO) population analysis, charges in e, atoms 1 to 2: number 1, C, carries -0.430; number 2, N, carries -0.625